No. 1
This record from the Open Molecules 2025 dataset describes a molecular structure, C51H44F4N5O4RuTe at a distorted geometry. The level of theory is ωB97M-V/def2-TZVPD.

The calculation puts the relative energy (zero: lowest compared OMol25 entry of this formula, charge and spin) at 0.339 eV. Its HOMO energy (alpha / beta) is -2.475 / -2.410 eV. Its expectation value of S² is 0.762. Its HOMO-LUMO gap (alpha / beta) is 6.52 / 6.46 eV.

Structure (ORCA input):
```
! RIJCOSX wB97M-V def2-TZVPD def2/J DEFGRID3
* xyz -2 2
Ru 0.55540 -1.11320 0.05176
C 1.91366 1.08765 2.22775
N 2.13243 -0.30320 1.83786
C 3.43554 -0.39931 1.17882
C 2.03933 -1.18801 2.98493
C 1.86114 -2.63218 2.59846
N 0.68785 -2.76276 1.77559
C 0.17472 -4.00012 1.56081
C -1.00725 -4.18150 0.78448
F -1.62123 -3.09917 0.32102
C -1.55844 -5.40251 0.50203
F -2.68242 -5.46121 -0.23177
C -1.00865 -6.58795 0.96044
C 0.11204 -6.45727 1.74049
F 0.68345 -7.57319 2.24868
C 0.67626 -5.23755 2.04707
F 1.76537 -5.28015 2.86494
H 2.78072 1.47963 2.77783
H 1.03141 1.17512 2.85396
H 1.75559 1.67532 1.33227
H 4.23143 -0.01258 1.83399
H 3.40988 0.18874 0.26168
H 3.66734 -1.42537 0.92933
H 1.15808 -0.89582 3.55977
H 2.92409 -1.07970 3.63023
H 1.77391 -3.19449 3.52731
H 2.75891 -3.00055 2.08348
H -1.44058 -7.54715 0.71411
C -2.56404 4.59268 1.14545
C -2.46945 3.85036 -0.18350
C -3.17272 4.65609 -1.26709
O -3.05722 2.56294 -0.12145
C -2.03229 1.54409 -0.12718
C -0.72417 2.33161 -0.17317
O -1.12563 3.66688 -0.52129
C 0.40483 1.85821 -1.14396
O 1.14490 0.86556 -0.54444
C 1.33136 3.10194 -1.37887
C 2.56651 3.14625 -0.74174
C 3.43666 4.21978 -0.91324
C 3.07765 5.28344 -1.72531
C 1.85418 5.24203 -2.38556
C 0.99976 4.16168 -2.22590
C -0.06368 1.48998 -2.56045
C 0.81166 0.72923 -3.33236
C 0.54380 0.46696 -4.66705
C -0.62262 0.94327 -5.25567
C -1.50594 1.69463 -4.49506
C -1.22121 1.97404 -3.16194
C -2.15350 0.55552 1.05787
O -1.06152 -0.26650 1.09913
C -2.34241 1.25837 2.43229
C -3.45200 2.04536 2.74757
C -3.59540 2.58712 4.01778
C -2.65668 2.32635 5.00973
C -1.58086 1.49655 4.72179
C -1.43283 0.96941 3.44245
C -3.45244 -0.29097 0.92845
C -3.51097 -1.45136 1.69950
C -4.63692 -2.25732 1.69289
C -5.73810 -1.91306 0.91241
C -5.69340 -0.75867 0.14766
C -4.55740 0.04943 0.15285
H -3.60774 4.71494 1.44284
H -2.10028 5.57457 1.02889
H -2.03672 4.04136 1.92217
H -4.20424 4.84589 -0.96283
H -3.18709 4.09052 -2.19854
H -2.65015 5.60153 -1.42554
H -2.14311 0.93707 -1.02647
H -0.27260 2.32908 0.82320
H 2.85418 2.31218 -0.12029
H 4.39644 4.22267 -0.40855
H 3.74524 6.12682 -1.86011
H 1.56064 6.06056 -3.03330
H 0.06053 4.15272 -2.75977
H 1.71387 0.34466 -2.86792
H 1.24737 -0.11235 -5.25391
H -0.85106 0.71247 -6.28917
H -2.41799 2.07767 -4.93829
H -1.90581 2.58498 -2.59166
H -4.20897 2.22786 1.99672
H -4.45032 3.21830 4.23934
H -2.77653 2.74543 6.00261
H -0.85909 1.25392 5.49501
H -0.62933 0.29139 3.18763
H -2.64426 -1.71614 2.29459
H -4.66141 -3.15729 2.29684
H -6.62477 -2.53713 0.90821
H -6.54683 -0.47964 -0.46088
H -4.54434 0.95419 -0.44141
N -0.58398 -1.68709 -1.76562
C -0.57654 -1.99248 -2.87837
C -0.56423 -2.38091 -4.22680
C 0.64268 -2.76083 -4.87549
N 1.59066 -3.05690 -5.46969
C -1.73770 -2.32127 -5.02561
N -2.66306 -2.29998 -5.72098
Te 2.26428 -2.69076 -1.33608
C 4.33480 -2.88629 -0.87191
C 5.25902 -2.43486 -1.81599
C 6.62680 -2.58591 -1.61383
C 7.10406 -3.17774 -0.44982
C 6.19460 -3.63169 0.49760
C 4.82722 -3.49388 0.28400
H 4.89160 -1.97259 -2.72659
H 7.32096 -2.25219 -2.37783
H 8.16903 -3.30030 -0.29259
H 6.54905 -4.11400 1.40257
H 4.13725 -3.88198 1.02366
*
```

---

No. 2
This record from the Open Molecules 2025 dataset describes a molecular structure, C24H50ClNO3P2PbSi2 at a distorted geometry. The level of theory is ωB97M-V/def2-TZVPD.

The calculation puts the relative energy (zero: lowest compared OMol25 entry of this formula, charge and spin) at 0.000 eV. Its HOMO energy is -6.908 eV. Its HOMO-LUMO gap is 6.90 eV.

Structure (ORCA input):
```
! RIJCOSX wB97M-V def2-TZVPD def2/J DEFGRID3
* xyz 0 1
Pb 0.18158 0.11195 0.94373
C 2.18890 -0.12314 -1.39225
C 1.49739 -1.32287 -1.74515
C 0.39255 -0.93185 -2.55712
Si 2.06586 -3.04020 -1.26210
C 0.39426 0.47941 -2.67579
C 1.49891 0.99902 -1.93873
Si 2.06761 2.76843 -1.75062
H 3.13786 -0.08014 -0.85867
H -0.29845 -1.62082 -3.03773
H -0.29516 1.07864 -3.26602
Cl -2.91991 0.07413 0.86639
C 3.91693 2.77371 -1.55757
C 1.53696 3.72755 -3.26143
C 3.91541 -3.01451 -1.06308
C 1.53926 -4.23822 -2.59347
H 2.17475 3.38735 -4.09130
H 1.70083 4.80695 -3.12130
H 0.48916 3.56159 -3.54473
H 4.19517 2.40963 -0.55873
H 4.30256 3.79356 -1.68713
H 4.37514 2.12294 -2.31503
H 2.15776 -4.02579 -3.47918
H 0.48455 -4.14520 -2.88326
H 1.73194 -5.27511 -2.28092
H 4.38356 -2.50813 -1.91823
H 4.29926 -4.04122 -1.01009
H 4.19160 -2.48285 -0.14265
C 1.33419 3.51541 -0.16533
C 1.32304 -3.51480 0.42145
P -0.35713 2.97887 0.27322
H 1.39507 4.61195 -0.27236
H 1.98547 3.22952 0.68200
P -0.36363 -2.89433 0.76498
H 1.97536 -3.09890 1.21175
H 1.37581 -4.61392 0.50280
C -0.89722 -3.73963 2.34801
C -1.37125 -3.79492 -0.53810
C -1.35935 3.63882 -1.16680
C -0.89550 4.08217 1.68582
C -1.08671 3.24836 2.95950
H -1.88189 4.46930 1.38006
C 0.03784 5.25976 1.95808
H 1.04427 4.91546 2.23659
H -0.36855 5.82828 2.80525
H 0.12625 5.94687 1.11023
H -1.84929 2.46573 2.82821
H -1.42321 3.91376 3.76459
H -0.15042 2.76822 3.28535
H -0.89453 3.17551 -2.05087
C -1.29799 5.16283 -1.29857
C -2.80951 3.15386 -1.06031
H -0.29109 5.54976 -1.49611
H -1.69605 5.66044 -0.40569
H -1.93222 5.45806 -2.14624
H -2.89253 2.07780 -1.25376
H -3.41999 3.68172 -1.80188
H -3.23392 3.35786 -0.06760
H -0.91182 -3.48897 -1.49105
C -2.82219 -3.30148 -0.50786
C -1.30644 -5.31913 -0.40535
H -0.30031 -5.73264 -0.53850
H -1.94400 -5.75947 -1.18566
H -1.69970 -5.65285 0.56251
H -2.91094 -2.27623 -0.88403
H -3.23791 -3.33201 0.50857
H -3.43648 -3.95099 -1.14200
C -1.06838 -2.69945 3.46671
C 0.02813 -4.86501 2.81055
H -1.89289 -4.16344 2.12349
H 1.03720 -4.48964 3.01556
H 0.09930 -5.69066 2.09125
H -0.37571 -5.27896 3.74474
H -0.12354 -2.18770 3.70014
H -1.40850 -3.21696 4.37422
H -1.82270 -1.94200 3.21422
C -4.74936 0.05416 0.61845
H -5.19388 0.14440 1.61779
H -4.99424 -0.90166 0.14197
H -4.99149 0.91453 -0.01619
O 0.89559 0.26809 3.25593
N 2.17947 0.35330 2.99971
O 3.01653 0.41586 3.88042
O 2.50265 0.36028 1.73225
*
```

---

No. 3
This record from the Open Molecules 2025 dataset describes C3H5NS in the gas phase at a distorted geometry. The level of theory is ωB97M-V/def2-TZVPD.

The calculation puts the relative energy (zero: lowest compared OMol25 entry of this formula, charge and spin) at 3.001 eV. Its structure (SMILES) is C=CNC=S. Its HOMO energy is -8.655 eV. Its HOMO-LUMO gap is 8.68 eV.

Structure (ORCA input):
```
! RIJCOSX wB97M-V def2-TZVPD def2/J DEFGRID3
* xyz 0 1
C -0.86825 -1.28194 -0.07644
C -0.96840 -0.07955 -0.13872
C 1.38935 0.66114 0.01603
H -0.11545 -1.85585 -0.08140
H -1.83655 -1.70214 0.34716
H -1.82599 0.63446 0.14092
H -0.16128 1.70507 -0.44767
H 1.86327 1.71161 0.49184
N -0.00131 0.79033 -0.15050
S 2.52461 -0.58311 -0.10122
*
```